No. 1
A single C3H9NS2 molecule at a distorted geometry. Source: the Open Molecules 2025 dataset; level of theory: ωB97M-V/def2-TZVPD.

Last column: Mulliken charge in e.
Geometry (Å):
C: 3.28584 0.74727 -0.03854  -0.875
N: 2.11613 1.30555 -0.69672  -0.373
C: 0.86472 1.27858 0.03365  -0.619
C: 0.58829 -0.06810 0.74199  -0.583
S: -1.23747 -0.28456 0.90548  -0.035
S: -2.05604 -1.29351 -0.69326  -0.193
H: 3.27425 0.81627 1.04359  0.294
H: 4.21405 1.18446 -0.41235  0.308
H: 3.48881 -0.29977 -0.30937  0.290
H: 2.01269 0.77166 -1.55635  0.267
H: 0.91264 2.04014 0.80642  0.282
H: 0.05620 1.54238 -0.63798  0.437
H: 0.96105 -0.07592 1.76249  0.347
H: 0.96262 -0.88773 0.13108  0.329
H: -1.28017 -0.99636 -1.74838  0.125

Cartesian forces, eV/Å:
0.9119 -0.6118 -0.4243
0.1933 -0.2016 -0.6794
0.6973 -0.4742 0.6310
-1.2599 0.1260 -1.0458
0.1618 0.5936 0.7289
0.1725 -0.7317 -0.2643
-0.1451 0.2055 0.1189
-0.1420 0.6804 0.1810
-0.5542 -0.2107 0.3679
-0.1896 0.3632 0.0437
-0.1282 0.2926 0.0782
-0.0925 -0.0398 -0.1254
0.1231 -0.2844 -0.0388
0.1955 -0.1861 0.3021
0.0561 0.4790 0.1262

Values from the calculation:
E_HOMO = -8.210 eV
E_tot = -970.792343 hartree
charge = 0
gap between HOMO and LUMO = 8.68 eV


No. 2
2 unconnected molecules or ions with the total composition C3H9NS2 at a distorted geometry. Source: the Open Molecules 2025 dataset; level of theory: ωB97M-V/def2-TZVPD.

Last column: Mulliken charge in e.
Geometry (Å):
C: -1.70854 -0.31793 0.26896  -0.522
C: -1.24714 -1.22675 1.10793  -0.067
N: -0.15973 -1.01184 2.00269  -0.479
H: -2.54946 -0.55293 -0.38434  0.208
H: -1.28440 0.65792 0.09129  0.150
H: -1.82235 -2.14502 1.22725  0.314
H: 0.72040 -1.37517 1.68033  0.197
H: -0.32900 -1.14854 2.98264  0.209
C: 1.04711 2.04755 -1.15654  -0.778
S: 0.48541 0.59181 -2.10781  -0.052
S: 2.02490 -0.72849 -1.66662  -0.196
H: 0.42541 2.29312 -0.29864  0.288
H: 1.99584 1.76411 -0.72457  0.296
H: 1.13796 2.86946 -1.85211  0.304
H: 1.26357 -1.71729 -1.17045  0.128

Cartesian forces, eV/Å:
-0.3147 0.0000 -0.7611
-0.4616 -0.0151 0.9213
0.1352 0.6796 -0.6512
0.1354 -0.1008 0.2361
0.2542 0.0033 0.3691
0.1455 -0.1273 -0.1421
0.0871 -0.1027 0.1820
-0.0596 -0.3683 -0.0115
-0.0842 -0.5463 0.2174
0.3934 0.1269 -0.0311
-0.2804 -0.0748 -0.2420
-0.4199 -0.0089 -0.1860
0.4032 0.2033 -0.1506
0.0898 0.2509 0.0674
-0.0234 0.0802 0.1821

Values from the calculation:
E_HOMO = -8.558 eV
E_tot = -970.781485 hartree
charge = 0
gap between HOMO and LUMO = 9.04 eV


No. 3
A single C3H9NS2 molecule at a distorted geometry. Source: the Open Molecules 2025 dataset; level of theory: ωB97M-V/def2-TZVPD.

Last column: Mulliken charge in e.
Geometry (Å):
C: 2.29945 -0.22030 -0.85095  -0.822
N: 1.08999 0.41985 -0.26169  -0.324
C: 0.14637 -0.39747 0.51240  -0.567
C: -0.97541 0.33232 1.35005  -0.602
S: -2.03116 1.18578 0.20070  -0.091
S: -3.04333 -0.16809 -0.91539  -0.214
H: 3.01222 -0.71182 -0.16400  0.294
H: 2.90922 0.53062 -1.30628  0.344
H: 2.08514 -1.16827 -1.48601  0.260
H: 0.50870 0.89451 -1.05538  0.265
H: -0.41548 -1.11987 -0.03031  0.308
H: 0.67510 -0.93848 1.38701  0.295
H: -0.59529 1.04861 2.09401  0.360
H: -1.63461 -0.42365 1.92529  0.320
H: -4.03090 0.73625 -1.39944  0.174

Cartesian forces, eV/Å:
-0.9929 -2.4565 0.3486
-1.3661 0.8027 -1.3114
1.0706 -0.2231 3.3410
-0.2978 -1.7685 -0.3298
-0.0119 2.9510 0.3017
-1.4591 -0.4368 -1.1340
-0.7004 0.6447 0.7715
-0.0302 0.3572 -0.8595
0.0405 1.8252 0.1386
1.5727 -1.1171 1.8799
-0.1338 -0.9764 -0.8909
-0.1526 0.4717 -1.7330
-0.1519 0.0440 -0.5701
1.3263 0.8623 -0.8744
1.2867 -0.9804 0.9216

Values from the calculation:
E_HOMO = -8.010 eV
E_tot = -970.770887 hartree
charge = 0
gap between HOMO and LUMO = 8.59 eV


No. 4
2 unconnected molecules or ions with the total composition C3H9NS2 at a distorted geometry. Source: the Open Molecules 2025 dataset; level of theory: ωB97M-V/def2-TZVPD.

Last column: Mulliken charge in e.
Geometry (Å):
C: -0.32047 0.80547 -1.95431  -0.341
N: -0.08507 1.09882 -0.75111  -0.226
C: 0.95007 1.96769 -0.28024  -0.698
H: -1.07256 0.05139 -2.03483  0.247
H: 0.21648 0.89624 -2.82093  0.344
H: 0.68648 2.96926 0.05253  0.271
H: 1.78115 1.98041 -1.02873  0.278
H: 1.35983 1.35074 0.73812  0.154
C: -1.51874 -1.26463 0.86246  -0.514
S: -0.35628 -1.33419 2.25038  -0.075
S: 1.64114 -1.82424 1.67581  -0.234
H: -0.80884 -1.04952 -0.07123  0.016
H: -2.07882 -0.31590 0.87940  0.270
H: -2.17698 -2.15731 0.69371  0.351
H: 1.78260 -3.17423 1.78895  0.157

Cartesian forces, eV/Å:
-0.7123 -1.5324 2.7998
-1.1745 1.1497 0.1926
2.6576 -2.7190 1.6746
-0.9890 -0.3393 -0.4100
1.8649 1.3247 -2.1311
-0.4823 -0.1745 -0.1962
-0.2770 0.4346 0.6684
-0.8151 1.9689 -2.6830
1.7495 0.2109 -2.9572
0.5242 -0.4326 0.5322
-0.9547 0.2915 -0.2395
-1.7066 -0.8461 1.8025
0.1087 -0.4717 0.5034
0.7984 0.7946 0.3833
-0.5919 0.3407 0.0600

Values from the calculation:
E_HOMO = -8.993 eV
E_tot = -970.739915 hartree
charge = 0
gap between HOMO and LUMO = 9.39 eV


- The highest E_tot belongs to which entry?
  number 4